Formula: C4H5NO
Source: the Open Molecules 2025 dataset
Level of theory: ωB97M-V/def2-TZVPD

Structure (ORCA input):
```
! RIJCOSX wB97M-V def2-TZVPD def2/J DEFGRID3
* xyz 0 1
O 1.70 -0.03 -0.62
C 0.48 0.00 -0.06
C -0.25 -1.24 -0.42
N -1.50 -1.38 -0.56
C -1.13 1.32 0.50
C 0.15 1.03 0.83
H 2.23 0.72 -0.30
H 0.47 -2.05 -0.55
H -1.70 -2.37 -0.73
H -1.39 2.39 0.56
H 0.95 1.60 1.34
*
```

LUMO (spin up / spin down): -0.004 / -0.004 Ha
E: -285.23540 Ha
gap between HOMO and LUMO (spin up / spin down): 7.780 / 7.782 eV
molecular weight: 83.1 g mol⁻¹
maximum force: 0.0086 Eh/bohr